(1)
# C3H8S2

A cluster of 2 separate species, C3H8S2 in total at a distorted geometry (the ωB97M-V functional and the def2-TZVPD basis, the OMol25 dataset).

Positions of all 13 atoms, in Å:
C 1.754 0.897 2.480
C 2.390 -0.143 1.803
H 1.646 1.900 2.216
H 1.586 0.497 3.497
H 2.759 -0.080 0.739
H 2.218 -1.151 2.104
C -1.711 1.435 -0.613
S -0.326 0.503 -1.221
S -0.756 -1.592 -0.588
H -2.349 1.838 -1.418
H -2.263 0.621 -0.191
H -1.312 2.391 -0.034
H 0.430 -1.728 0.014

Its HOMO energy is -8.7 eV. The energy above the lowest of the compared OMol25 structures with the same formula, charge and spin comes out at 241.5 kJ/mol. As for the SMILES: C=C.CSS. The orbital gap comes out at 8.7 eV.

=====

(2)
# C27H36ClCoN6O7SSi

A structure of composition C27H36ClCoN6O7SSi at a distorted geometry (the ωB97M-V functional and the def2-TZVPD basis, the OMol25 dataset).

Positions of all 80 atoms, in Å:
Co -0.189 -0.635 -0.023
C 2.498 1.684 4.710
C 2.168 0.239 4.372
N 0.759 0.081 4.051
C 0.265 -0.296 2.858
S 1.276 -1.036 1.666
N -1.050 -0.107 2.724
N -1.460 -0.344 1.469
C -2.697 -0.150 1.153
C -3.725 0.333 2.121
C -3.009 -0.432 -0.252
C -4.291 -0.362 -0.788
C -4.470 -0.628 -2.136
C -3.377 -0.966 -2.917
C -2.132 -1.033 -2.309
N -1.961 -0.778 -1.021
H 3.563 1.785 4.929
H 1.944 2.020 5.591
H 2.247 2.342 3.880
H 2.427 -0.423 5.205
H 2.738 -0.086 3.504
H 0.103 0.634 4.585
H -3.223 0.862 2.928
H -4.288 -0.498 2.556
H -4.433 1.007 1.635
H -5.130 -0.104 -0.157
H -5.459 -0.573 -2.572
H -3.476 -1.180 -3.971
H -1.237 -1.309 -2.852
C -1.322 -4.620 -1.975
Si -0.269 -3.807 -0.626
C 1.072 -5.023 -0.103
C -1.428 -3.633 0.840
N 0.373 -2.288 -1.094
C 1.314 -2.130 -2.067
C 1.743 -3.121 -2.976
C 2.690 -2.867 -3.959
C 3.256 -1.610 -4.096
C 2.860 -0.602 -3.220
C 1.930 -0.868 -2.241
O 1.494 0.113 -1.357
C 2.412 1.075 -0.950
C 3.586 0.693 -0.319
C 4.446 1.674 0.145
C 4.127 3.019 -0.014
C 2.947 3.378 -0.645
C 2.083 2.403 -1.128
H -1.632 -5.622 -1.661
H -0.812 -4.713 -2.936
H -2.231 -4.032 -2.138
H 0.643 -5.996 0.154
H 1.576 -4.629 0.783
H 1.829 -5.176 -0.874
H -1.621 -4.630 1.249
H -2.390 -3.199 0.556
H -0.992 -3.021 1.631
H 1.324 -4.116 -2.899
H 2.985 -3.670 -4.625
H 3.993 -1.408 -4.863
H 3.284 0.393 -3.288
H 3.800 -0.359 -0.182
H 5.359 1.387 0.652
H 4.788 3.783 0.375
H 2.669 4.420 -0.736
H 1.141 2.663 -1.590
N -2.660 4.854 -0.122
C -2.652 3.392 -0.070
C -1.581 2.846 -0.996
O -1.213 3.681 -1.966
O -1.129 1.734 -0.892
H -3.552 5.225 0.172
H -1.642 4.533 -1.729
H -1.940 5.187 0.515
H -3.610 3.009 -0.436
H -2.464 2.974 0.920
O 0.030 4.516 0.764
Cl 0.217 3.724 1.974
O -1.037 3.713 2.704
O 1.242 4.323 2.785
O 0.581 2.380 1.610

Its HOMO energy (alpha / beta) is -4.3 / -4.2 eV. Its total charge is -1. The expectation value of S² is 0.999. The spin multiplicity is 2. The energy above the lowest of the compared OMol25 structures with the same formula, charge and spin comes out at 122.9 kJ/mol. The orbital gap (alpha / beta) comes out at 6.5 / 6.4 eV.

=====

(3)
# C22H20N3O2S2

The ion C22H20N3O2S2 with charge +1 at a distorted geometry (the ωB97M-V functional and the def2-TZVPD basis, the OMol25 dataset).

Positions of all 49 atoms, in Å:
O 2.594 -1.074 -0.755
O 0.744 -2.116 0.441
N -1.875 0.837 -1.290
S 0.625 1.036 -1.843
C -1.066 1.047 -2.300
C -1.142 0.772 -0.125
C 0.365 1.193 -7.325
C 4.566 -1.906 4.133
C 0.947 1.847 -6.261
C -0.915 0.571 -7.158
C 5.178 -1.486 2.920
C 3.185 -2.080 4.219
C -1.791 1.422 2.207
C -2.471 -0.736 1.344
C 0.293 1.929 -5.005
C -1.525 0.585 -5.894
C -2.512 1.120 3.388
C -3.192 -1.053 2.516
C 4.306 -1.256 1.811
C 2.368 -1.810 3.140
C -1.774 0.467 1.176
C -0.913 1.266 -4.820
C -3.203 -0.109 3.551
C 2.922 -1.407 1.913
N -1.599 1.191 -3.610
N 0.133 0.955 -0.241
C -4.020 -0.352 4.777
C 1.092 0.529 0.798
S 1.816 -1.104 0.489
H 0.857 1.148 -8.278
H 5.150 -2.133 5.004
H 1.893 2.341 -6.353
H -1.340 0.072 -8.020
H 6.272 -1.332 2.826
H 2.745 -2.399 5.137
H -1.301 2.378 2.001
H -2.553 -1.439 0.512
H 0.760 2.501 -4.202
H -2.463 0.065 -5.760
H -2.584 1.877 4.161
H -3.762 -1.999 2.522
H 4.733 -0.968 0.848
H 1.305 -1.966 3.210
H -2.588 1.036 -3.716
H -4.348 0.598 5.222
H -3.477 -0.960 5.545
H -4.937 -0.868 4.469
H 0.603 0.535 1.798
H 1.896 1.231 0.876

Its HOMO energy is -11.6 eV. Its total charge is +1. The orbital gap comes out at 8.0 eV.

=====

(4)
# C3H3FeLiO3

A structure of composition C3H3FeLiO3 at a distorted geometry (the ωB97M-V functional and the def2-TZVPD basis, the OMol25 dataset).

Positions of all 11 atoms, in Å:
O 0.664 -1.540 -1.172
C -0.510 -1.644 -0.830
C -1.272 -0.436 -0.531
H -0.981 -2.600 -0.603
H -2.234 -0.621 -0.077
H -1.243 0.267 -1.352
Fe 2.000 -0.256 -0.855
O 0.105 1.201 0.742
C 1.272 1.206 0.882
O 2.191 1.617 1.675
Li 0.008 2.806 2.119

Its HOMO energy (alpha / beta) is -11.2 / -11.4 eV. Its total charge is +1. The expectation value of S² is 8.799. The spin multiplicity is 6. The energy above the lowest of the compared OMol25 structures with the same formula, charge and spin comes out at 63.3 kJ/mol. The orbital gap (alpha / beta) comes out at 7.2 / 5.6 eV.

=====

(5)
# C3H7ClO

A structure of composition C3H7ClO at a distorted geometry (the ωB97M-V functional and the def2-TZVPD basis, the OMol25 dataset).

Positions of all 12 atoms, in Å:
C -1.497 0.222 0.092
C -0.080 0.417 -0.311
C 0.829 -0.613 0.266
H -1.495 -0.747 -0.310
H -1.554 0.469 1.047
H -2.164 0.802 -0.919
H -0.092 0.504 -1.468
H 1.873 1.045 0.450
H 1.944 -0.306 0.189
H 0.844 -0.985 1.368
O 0.492 1.485 0.312
Cl 0.901 -2.293 -0.716

Its HOMO energy is -10.3 eV. The energy above the lowest of the compared OMol25 structures with the same formula, charge and spin comes out at 461.4 kJ/mol. The orbital gap comes out at 9.9 eV.

=====

(6)
# C19H26F5N2O4S

A cluster of 2 separate species, C19H26F5N2O4S in total at a distorted geometry (the ωB97M-V functional and the def2-TZVPD basis, the OMol25 dataset).

Positions of all 57 atoms, in Å:
N 4.574 -2.421 2.597
C 5.628 -2.047 2.028
C 5.646 -1.170 0.741
C 5.957 0.295 1.057
C 7.110 0.902 0.777
C 7.226 2.397 1.125
O 8.205 2.878 1.578
C 5.923 3.202 0.870
C 4.786 2.596 1.165
S 3.220 3.427 0.857
O 2.634 4.095 1.988
O 3.480 4.409 -0.174
C 2.100 2.167 0.068
F 1.415 2.766 -0.908
F 2.891 1.256 -0.564
C 1.145 1.376 1.054
F 1.446 1.495 2.320
F -0.125 1.710 0.781
F 1.276 0.058 0.759
C 4.890 1.168 1.750
O 4.247 0.779 2.668
H 3.752 -2.056 2.107
H 6.611 -2.363 2.423
H 6.320 -1.580 -0.031
H 4.611 -1.206 0.333
H 7.919 0.353 0.280
H 5.968 4.221 0.456
C -5.591 -2.716 -2.598
C -4.102 -2.561 -2.899
C -3.188 -2.745 -1.684
C -3.461 -1.949 -0.410
N -3.239 -0.447 -0.455
C -4.278 0.324 -1.251
C -5.454 0.461 -0.312
C -4.788 0.796 1.014
C -3.424 0.104 0.976
C -1.858 -0.129 -0.940
H -5.912 -2.136 -1.731
H -6.184 -2.378 -3.449
H -5.839 -3.762 -2.411
H -3.904 -1.600 -3.380
H -3.829 -3.309 -3.646
H -2.152 -2.600 -2.001
H -3.248 -3.799 -1.396
H -2.765 -2.314 0.348
H -4.466 -2.122 -0.028
H -3.854 1.302 -1.480
H -4.519 -0.182 -2.178
H -6.013 -0.472 -0.233
H -6.151 1.232 -0.635
H -5.388 0.471 1.864
H -4.653 1.874 1.111
H -3.352 -0.719 1.684
H -2.624 0.815 1.172
H -1.772 -0.434 -1.981
H -1.143 -0.660 -0.314
H -1.702 0.943 -0.862

Its HOMO energy is -11.8 eV. Its total charge is +1. The orbital gap comes out at 8.6 eV.

=====

(7)
# C2H5NO

A cluster of 2 separate species, C2H5NO in total at a distorted geometry (the ωB97M-V functional and the def2-TZVPD basis, the OMol25 dataset).

Positions of all 9 atoms, in Å:
C 0.959 -0.281 0.414
N 0.025 -0.534 -0.672
C -1.708 1.282 -0.237
O -2.457 1.553 0.569
H 0.706 0.549 1.096
H 1.050 -1.178 1.045
H 1.971 -0.059 0.035
H 0.267 -1.250 -1.304
H -0.812 -0.083 -0.946

Its HOMO energy is -8.5 eV. The energy above the lowest of the compared OMol25 structures with the same formula, charge and spin comes out at 190.5 kJ/mol. The orbital gap comes out at 9.7 eV.

=====

(8)
# C3H33O14Y

A structure of composition C3H33O14Y at a distorted geometry (the ωB97M-V functional and the def2-TZVPD basis, the OMol25 dataset).

Positions of all 51 atoms, in Å:
Y 14.642 -21.468 -7.912
C 10.157 -24.503 -5.553
C 9.945 -23.469 -6.650
C 8.641 -22.776 -6.572
O 10.989 -22.526 -6.846
H 11.152 -24.946 -5.544
H 9.377 -25.264 -5.604
H 10.140 -24.014 -4.579
H 9.899 -24.142 -7.506
H 8.431 -21.910 -7.199
H 8.373 -22.462 -5.564
H 7.876 -23.518 -6.800
O 13.338 -18.487 -7.248
H 12.392 -18.340 -7.230
H 13.717 -17.639 -7.018
O 8.485 -25.674 -0.837
H 9.415 -25.810 -1.018
H 8.377 -24.723 -0.844
O 13.952 -24.409 -9.989
H 13.334 -25.137 -9.934
H 14.566 -24.667 -10.677
O 3.962 -19.223 -8.485
H 4.691 -19.836 -8.587
H 4.151 -18.759 -7.670
O 2.756 -23.882 -5.961
H 3.521 -24.229 -5.502
H 3.010 -23.883 -6.884
O 4.092 -24.016 -9.301
H 4.345 -23.408 -9.996
H 4.322 -24.880 -9.643
O 8.652 -16.480 -8.824
H 8.695 -17.312 -8.353
H 9.434 -16.005 -8.543
O 11.182 -27.381 -9.166
H 10.750 -26.547 -8.983
H 10.634 -28.036 -8.735
O 9.715 -20.809 -11.436
H 9.887 -20.696 -10.501
H 9.410 -19.950 -11.729
O 15.109 -24.390 -6.045
H 14.976 -25.279 -6.374
H 15.465 -24.511 -5.165
O 14.599 -27.964 -6.887
H 13.737 -28.278 -7.163
H 14.921 -28.639 -6.290
O 10.068 -18.872 -5.826
H 9.884 -18.842 -4.887
H 10.345 -19.773 -5.988
O 7.500 -22.142 -0.442
H 6.747 -22.458 0.056
H 7.118 -21.712 -1.208

Its HOMO energy is -14.0 eV. Its total charge is +2. The energy above the lowest of the compared OMol25 structures with the same formula, charge and spin comes out at 1250.2 kJ/mol. The orbital gap comes out at 2.8 eV.

=====

Taking the records one at a time from the top gives molecular weight values of 108.231, 711.159, 422.555, 149.840, 94.541, 473.484, 59.068, 382.189 u.
Taking the records one at a time from the top gives total energy values of -915.38500, -4436.26666, -1961.20327, -1612.70514, -653.74286, -2047.21907, -209.14976, -1224.85485 hartree.